[1]
{
  "formula": "C4H7NO3",
  "method": "the ωB97M-V functional and the def2-TZVPD basis",
  "smiles": "C=C(OC)N(O)C=O",
  "e_above_lowest_kcal_mol": 168.4,
  "energy_ev": -11887.976,
  "homo_lumo_gap_ev": 9.79,
  "species": ["C", "C", "O", "C", "N", "O", "C", "O", "H", "H", "H", "H", "H", "H", "H"],
  "xyz": [[-1.05304, -1.62623, -0.54829], [-0.15904, -0.64762, -0.33233], [1.22083, -0.96508, -0.58441], [1.35490, -2.23395, -1.04986], [-0.31490, 0.71916, 0.28822], [-1.56725, 0.64861, 1.25698], [0.39770, 1.87667, 0.06354], [-0.02105, 2.74580, 0.93514], [-1.96453, -1.54400, -0.01161], [-0.58295, -2.65137, -0.82510], [0.75422, -2.50895, -2.07875], [2.23632, -2.14670, -1.65891], [1.39961, -2.94791, -0.15193], [-1.32538, 1.43163, 1.61604], [1.38361, 1.68531, -0.56730]]
}

[2]
{
  "formula": "C16H44N5O5P",
  "method": "the ωB97M-V functional and the def2-TZVPD basis",
  "smiles": "COC[C@@H](C)N.COC[C@@H](C)N.COC[C@@H](C)N.CCCCNPON=O",
  "energy_ev": -44276.051,
  "homo_lumo_gap_ev": 8.21,
  "species": ["C", "O", "C", "C", "C", "N", "H", "H", "H", "H", "H", "H", "H", "H", "H", "H", "H", "C", "O", "C", "C", "C", "N", "H", "H", "H", "H", "H", "H", "H", "H", "H", "H", "H", "C", "O", "C", "C", "C", "N", "H", "H", "H", "H", "H", "H", "H", "H", "H", "H", "H", "C", "C", "C", "C", "N", "P", "O", "N", "O", "H", "H", "H", "H", "H", "H", "H", "H", "H", "H", "H"],
  "xyz": [[-3.77980, -0.94158, -1.76209], [-4.84814, -1.83777, -2.02101], [-4.44130, -3.12725, -2.46653], [-3.99221, -4.07867, -1.33984], [-2.60233, -3.76706, -0.79167], [-4.95076, -4.08846, -0.22655], [-2.94356, -1.08716, -2.45175], [-3.44512, -1.04318, -0.72848], [-4.15565, 0.07621, -1.88511], [-5.32454, -3.56370, -2.94393], [-3.67666, -3.04107, -3.24956], [-3.95195, -5.08854, -1.76334], [-2.59760, -2.90717, -0.11950], [-2.22146, -4.61730, -0.21848], [-1.89528, -3.57057, -1.60270], [-5.85563, -4.39773, -0.57778], [-5.11529, -3.11661, 0.03902], [0.29328, -9.31150, 1.33845], [-0.97940, -9.23632, 1.95853], [-1.71528, -8.05478, 1.65614], [-2.44401, -8.08685, 0.29812], [-1.51919, -7.88492, -0.89928], [-3.19141, -9.33829, 0.11532], [0.76924, -8.33043, 1.25382], [0.20751, -9.78057, 0.35679], [0.92948, -9.95237, 1.95254], [-2.47232, -7.97285, 2.44250], [-1.07503, -7.16777, 1.74887], [-3.16105, -7.25821, 0.29405], [-0.94485, -8.78033, -1.14350], [-2.10144, -7.63174, -1.78969], [-0.81640, -7.06629, -0.71874], [-3.88066, -9.41853, 0.86111], [-2.54516, -10.10626, 0.30151], [3.58982, 6.78547, 2.77103], [3.64801, 6.87779, 1.35716], [2.58500, 7.62059, 0.76889], [2.77194, 9.15012, 0.81756], [2.50924, 9.75669, 2.19326], [4.11520, 9.54485, 0.37307], [2.56126, 6.72718, 3.13838], [4.11075, 7.62955, 3.22587], [4.11585, 5.87656, 3.07084], [2.56380, 7.31725, -0.28289], [1.62017, 7.31869, 1.19766], [2.04243, 9.58908, 0.12805], [3.33497, 9.59500, 2.88834], [2.37360, 10.83840, 2.11081], [1.60064, 9.34142, 2.63874], [4.24833, 9.22714, -0.58567], [4.78547, 8.98897, 0.90580], [4.16520, 2.09982, -0.75798], [3.31913, 3.08959, 0.17414], [2.39023, 4.13493, -0.60227], [1.40464, 3.50358, -1.70243], [-0.02375, 3.46874, -1.18211], [-0.02060, 2.09386, -0.04044], [-1.03809, 0.80022, -0.70525], [-0.26016, -0.35866, -0.88793], [0.91494, -0.13055, -0.78815], [5.18003, 2.54171, -1.06932], [3.60675, 1.68491, -1.65695], [4.43322, 1.18518, -0.10534], [4.09363, 3.71911, 0.75636], [2.74963, 2.47249, 0.94863], [2.98502, 4.98902, -1.06407], [1.70920, 4.61409, 0.19971], [1.45646, 4.14354, -2.66204], [1.64608, 2.43717, -2.01276], [-0.25197, 4.34452, -0.69483], [-0.59213, 2.55763, 1.21884]]
}

[3]
{
  "formula": "C4H10ClNO",
  "method": "the ωB97M-V functional and the def2-TZVPD basis",
  "smiles": "CC(=O)N(C)C.Cl",
  "e_above_lowest_kcal_mol": 41.7,
  "energy_ev": -20369.205,
  "homo_lumo_gap_ev": 9.58,
  "species": ["C", "C", "O", "N", "C", "C", "H", "H", "H", "H", "H", "H", "H", "H", "H", "Cl", "H"],
  "xyz": [[-0.49380, 2.18289, 0.06751], [-0.64751, 0.85835, -0.62600], [-1.33646, 0.83966, -1.63776], [0.13469, -0.22844, -0.38296], [-0.03896, -1.49730, -1.13923], [1.44006, -0.38267, 0.29458], [-0.77442, 2.15090, 1.05541], [-1.08594, 2.80894, -0.45827], [0.56362, 2.62711, 0.12393], [0.14701, -2.31762, -0.54934], [-1.01752, -1.47665, -1.56889], [0.60615, -1.29306, -2.06963], [2.38327, -0.45121, -0.36452], [1.57734, 0.37606, 1.05418], [1.31357, -1.18867, 0.95370], [-2.93276, -0.55611, 0.70056], [-2.92772, -0.42273, 1.99579]]
}

[4]
{
  "formula": "C15H50N19O12",
  "method": "the ωB97M-V functional and the def2-TZVPD basis",
  "total_charge": -1,
  "e_above_lowest_kcal_mol": 190.4,
  "energy_ev": -69251.948,
  "homo_lumo_gap_ev": 6.45,
  "species": ["C", "C", "O", "O", "H", "H", "H", "C", "C", "C", "O", "C", "N", "H", "H", "H", "H", "H", "H", "H", "H", "H", "H", "H", "C", "O", "N", "N", "H", "H", "H", "H", "C", "O", "N", "N", "H", "H", "H", "H", "C", "O", "N", "N", "H", "H", "H", "H", "C", "O", "N", "N", "H", "H", "H", "H", "C", "O", "N", "N", "H", "H", "H", "H", "C", "O", "N", "N", "H", "H", "H", "H", "C", "O", "N", "N", "H", "H", "H", "H", "C", "O", "N", "N", "H", "H", "H", "H", "C", "O", "N", "N", "H", "H", "H", "H"],
  "xyz": [[0.01687, 0.86661, 0.19114], [-0.46416, 0.98848, -1.25877], [0.21432, 1.70985, -2.01435], [-1.41037, 0.25535, -1.60093], [-0.21831, -0.12270, 0.58362], [-0.51215, 1.59215, 0.80907], [1.08662, 1.05565, 0.28067], [3.91283, -5.79821, 4.12010], [4.69727, -6.95204, 4.73681], [5.12649, -8.01983, 3.74824], [5.54464, -9.17935, 4.37196], [6.55862, -9.92841, 3.77270], [5.70629, -6.37462, 5.61925], [3.59834, -4.99835, 4.79049], [3.02693, -6.13301, 3.58049], [4.38841, -5.14789, 3.38591], [4.05649, -7.47226, 5.44876], [5.93175, -7.65961, 3.10801], [4.27178, -8.39640, 3.18632], [7.42061, -9.26164, 3.79520], [6.45178, -10.12145, 2.70526], [6.83391, -10.82176, 4.33328], [6.20403, -7.12158, 6.08231], [5.12201, -5.97430, 6.33929], [-3.15100, 4.76713, -7.59471], [-3.95314, 5.20188, -8.36337], [-2.01459, 4.33257, -8.07104], [-3.34420, 4.68262, -6.31320], [-1.30584, 4.17658, -7.36858], [-1.78387, 4.39783, -9.05217], [-2.77640, 3.95982, -5.89455], [-4.27031, 4.86773, -5.95521], [3.22547, 7.11017, -1.30055], [3.68307, 8.19849, -1.02813], [2.06645, 6.96889, -1.72738], [3.86288, 5.98521, -1.50432], [1.60495, 6.08084, -1.86334], [1.67028, 7.87548, -1.93042], [3.39741, 5.18611, -1.91035], [4.84194, 5.82438, -1.31547], [-6.60999, -2.72436, -5.39103], [-7.63112, -3.28167, -5.87597], [-6.35319, -1.50959, -5.44252], [-5.60757, -3.30944, -4.75589], [-5.55522, -1.03249, -5.04790], [-7.02275, -0.86752, -5.84194], [-4.84924, -2.67846, -4.53932], [-5.64243, -4.31072, -4.62806], [1.85920, 5.48891, 6.94582], [1.06288, 4.61483, 7.15708], [2.74317, 5.84669, 7.84808], [2.07941, 6.03962, 5.76992], [2.45262, 5.48253, 8.74422], [3.42346, 6.56608, 7.64862], [1.37048, 5.61988, 5.18570], [2.73627, 6.80517, 5.71917], [-8.58055, 0.84735, 0.78648], [-7.91528, 1.08182, 1.77657], [-9.86560, 0.62033, 0.67719], [-7.89046, 0.62587, -0.36228], [-10.27741, 0.08940, -0.07688], [-10.29856, 0.72775, 1.58335], [-6.88669, 0.54337, -0.43802], [-8.32743, 0.79259, -1.25746], [2.79747, -1.14196, -6.70541], [3.33308, -1.99741, -7.41909], [1.59571, -0.76061, -6.82260], [3.44293, -0.56106, -5.70701], [1.01215, -1.28179, -7.46130], [1.13656, -0.03983, -6.28430], [2.94704, 0.13349, -5.16683], [4.40627, -0.75905, -5.47706], [6.93237, 1.35281, 4.72433], [8.09977, 1.04981, 4.37540], [6.41593, 0.68104, 5.70195], [6.15171, 2.21930, 4.20350], [6.92862, -0.06387, 6.15179], [5.53961, 0.94286, 6.13046], [6.58550, 2.88535, 3.58036], [5.26251, 2.43442, 4.63148], [-5.37472, 6.83541, 0.27045], [-5.19826, 7.94172, -0.28640], [-6.28035, 6.48578, 1.14916], [-4.65112, 5.77284, 0.03383], [-6.22967, 5.57952, 1.59211], [-6.70087, 7.23817, 1.67563], [-3.94885, 5.83763, -0.68917], [-4.86732, 4.84183, 0.36031], [-1.81514, -7.19324, -0.85087], [-1.04665, -8.07641, -0.66305], [-3.06165, -7.18711, -0.55083], [-1.56082, -6.05610, -1.44179], [-3.66712, -6.59212, -1.09810], [-3.40702, -8.02390, -0.10295], [-0.58435, -6.04427, -1.69957], [-1.92539, -5.13164, -1.26137]]
}

[5]
{
  "formula": "C2H13NO4",
  "method": "the ωB97M-V functional and the def2-TZVPD basis",
  "smiles": "CNCO.O.O.O",
  "e_above_lowest_kcal_mol": 45.7,
  "energy_ev": -11963.485,
  "homo_lumo_gap_ev": 9.42,
  "species": ["C", "N", "C", "O", "H", "H", "H", "H", "H", "H", "H", "O", "H", "H", "O", "H", "H", "O", "H", "H"],
  "xyz": [[-1.99526, -1.15653, -0.63989], [-1.17627, -0.73705, -1.75465], [-0.66830, 0.62933, -1.97481], [-1.48199, 1.69472, -1.33531], [-3.11868, -1.29620, -0.98200], [-2.01763, -0.49147, 0.29150], [-1.70204, -2.09311, -0.16019], [-1.62165, -1.22601, -2.51666], [0.34882, 0.65788, -1.56208], [-0.66221, 0.84919, -3.04605], [-2.23084, 1.90043, -1.97017], [3.17390, -0.46659, 0.77461], [3.25224, 0.40978, 1.21459], [3.34414, -1.11882, 1.43058], [-0.21086, 3.70670, 0.97215], [-0.65045, 2.84296, 0.91432], [-0.21281, 3.87860, 0.02533], [1.85154, -3.57303, 3.17868], [1.88376, -3.37702, 2.26497], [0.94186, -3.50805, 3.34562]]
}

[6]
{
  "formula": "C10H12NO2P",
  "method": "the ωB97M-V functional and the def2-TZVPD basis",
  "smiles": "[H]/P=C/c1cc(OC)ccc1NCC=O",
  "e_above_lowest_kcal_mol": 102.6,
  "energy_ev": -25434.637,
  "homo_lumo_gap_ev": 7.35,
  "species": ["H", "P", "C", "C", "C", "C", "O", "C", "C", "C", "C", "N", "C", "C", "O", "H", "H", "H", "H", "H", "H", "H", "H", "H", "H", "H"],
  "xyz": [[-2.66606, -0.77563, -3.31048], [-1.67882, 0.06883, -3.08440], [-1.36715, -0.58100, -1.52002], [-0.54192, -0.03337, -0.48660], [-0.06238, 1.20566, -0.75683], [0.60033, 2.00792, 0.13381], [1.27144, 3.16712, -0.11272], [1.45894, 3.56155, -1.43790], [0.58409, 1.54054, 1.42950], [0.07183, 0.30555, 1.77258], [-0.48033, -0.50126, 0.80609], [-0.99051, -1.67961, 1.27353], [-0.40297, -2.91946, 0.70469], [0.79917, -3.37418, 1.54600], [1.89263, -3.73826, 1.17157], [-2.02373, -1.35701, -1.27540], [-0.29147, 1.45946, -1.81468], [0.88982, 2.85712, -2.11399], [2.52260, 3.64245, -1.65048], [0.81183, 4.53447, -1.57454], [1.22632, 2.09260, 2.16963], [0.20978, 0.13798, 2.84257], [-1.12708, -1.57222, 2.28683], [-1.07153, -3.75514, 0.73014], [-0.00626, -2.71050, -0.24179], [0.37144, -3.58362, 2.51289]]
}

[7]
{
  "formula": "C4H8NO",
  "method": "the ωB97M-V functional and the def2-TZVPD basis",
  "total_charge": 1,
  "e_above_lowest_kcal_mol": 51.8,
  "energy_ev": -7805.859,
  "homo_lumo_gap_ev": 9.99,
  "species": ["C", "C", "C", "C", "N", "O", "H", "H", "H", "H", "H", "H", "H", "H"],
  "xyz": [[-2.82936, -0.61993, -0.25381], [-2.49676, 0.03707, -1.19638], [1.47068, 0.67719, 1.16861], [1.03291, -0.15608, 0.04843], [0.50427, 0.24770, -1.06849], [1.02451, -1.44373, 0.17582], [-2.84244, -1.24931, 0.69287], [2.51524, 0.46989, 1.52335], [0.82067, 0.57029, 2.08050], [1.52719, 1.78159, 0.78571], [0.41069, -0.38912, -1.87900], [-2.42202, 0.72475, -2.08538], [0.05946, 1.15790, -1.12089], [1.22496, -1.80823, 1.12867]]
}

[8]
{
  "formula": "C17H15BrFeO3",
  "method": "the ωB97M-V functional and the def2-TZVPD basis",
  "multiplicity": 5,
  "total_charge": -2,
  "e_above_lowest_kcal_mol": 16.4,
  "energy_ev": -128444.986,
  "homo_lumo_gap_ev": [5.12, 5.12],
  "species": ["C", "C", "C", "H", "C", "C", "H", "H", "H", "H", "Fe", "Br", "C", "C", "C", "H", "C", "C", "H", "H", "H", "H", "O", "C", "C", "C", "C", "C", "C", "C", "O", "O", "H", "H", "H", "H", "H"],
  "xyz": [[-1.85185, -1.09695, -1.47247], [-1.92961, -1.50034, -0.09368], [-1.63167, -0.37102, 0.72313], [-2.32788, -2.43723, 0.27433], [-1.28276, 0.71916, -0.12915], [-1.43396, 0.29731, -1.50133], [-1.33946, 0.92817, -2.38287], [-2.09438, -1.70564, -2.33335], [-1.83742, -0.29590, 1.79072], [-1.04870, 1.72970, 0.21728], [0.14504, -0.89047, -0.76650], [2.48206, -0.72099, -0.83753], [2.27983, 0.68123, -3.84894], [1.20534, 1.48273, -4.33615], [0.20605, 0.60859, -4.86171], [1.17493, 2.57013, -4.33376], [0.65948, -0.73495, -4.68154], [1.95208, -0.68716, -4.08293], [2.57576, -1.54421, -3.85759], [3.18609, 1.06130, -3.38998], [-0.71305, 0.91429, -5.35752], [0.13280, -1.63407, -4.99134], [1.54447, 1.52864, 3.84614], [1.37692, 0.40304, 4.50793], [1.46440, 0.35090, 5.92445], [1.40163, -0.86720, 6.58366], [1.33810, -2.07397, 5.87040], [1.28945, -2.05274, 4.47830], [1.21451, -0.84047, 3.81181], [0.91582, -0.80796, 2.35840], [0.44253, -1.81375, 1.78505], [1.12875, 0.34729, 1.78213], [1.43192, 1.16536, 2.74543], [1.60671, 1.29966, 6.44528], [1.43036, -0.89363, 7.66881], [1.31133, -3.03558, 6.37791], [1.25269, -2.94087, 3.84516]]
}